Record 1
Computed, not measured: 3 unconnected molecules or ions with the total composition C3H7O2, with the ωB97M-V functional and the def2-TZVPD basis.

Structure (XYZ):
```
12
Properties=species:S:1:pos:R:3:forces:R:3
C -1.16468 -2.30984 0.45406 0.6660 0.5136 -0.2935
O -2.02098 -3.01588 0.90696 -0.1169 -0.1031 0.0444
H -0.89990 -2.25464 -0.61726 -0.3080 -0.2338 -0.1077
H -0.52659 -1.63382 1.05021 -0.2079 -0.0659 0.3233
H 2.15581 0.74922 5.44278 -0.1055 0.0183 -0.2199
C 0.17189 1.55318 -1.68730 -1.2526 -0.3001 -0.0372
C 0.88880 2.17532 -0.68411 0.5202 0.0980 -1.4503
O 1.96006 1.81546 -0.13458 0.1183 -0.0578 0.5609
H -0.82659 1.93458 -1.93716 0.3987 0.2265 -0.0064
H 0.34145 0.55536 -2.09054 0.3912 -0.0360 0.3252
H 0.55659 3.23865 -0.57925 -0.2110 -0.0442 0.6513
H 1.86461 0.81788 4.75647 0.1075 -0.0157 0.2100
```
Positions in Å, forces in eV/Å.

Calculated values
Orbital gap   5.82 eV
2S+1   1
LUMO level   3.599 eV
E_HOMO   -2.222 eV
Charge   -1
Relative energy (zero: lowest compared OMol25 entry of this formula, charge and spin)   3.553 eV
Electronic energy   -268.90944 a.u.

Record 2
Computed, not measured: a molecular structure, C43H81AlF6NO4, with the ωB97M-V functional and the def2-TZVPD basis.

Structure (XYZ):
```
136
Properties=species:S:1:pos:R:3:forces:R:3
C -0.94120 3.71093 -4.44196 0.5138 0.6957 0.3515
C 0.38456 3.15502 -3.92517 0.5340 -0.7029 -0.4400
N 0.52561 1.68570 -3.94723 -1.1252 0.3548 -0.1747
Al -0.98155 0.72011 -3.37591 0.6712 -0.8186 0.6031
O -0.41980 -0.96135 -2.97831 -0.1985 0.8451 -0.1594
C 0.71734 -0.90134 -2.14428 -0.5059 -0.0289 -0.1319
C 0.67910 -1.89986 -0.96556 0.1228 0.3102 -0.3794
C 0.30856 -1.18969 0.33946 0.0941 0.0278 -0.1545
C -0.15185 -3.16424 -1.24261 -0.1770 -0.0878 1.3177
C -1.66215 -2.95677 -1.20566 -0.0573 -0.6828 -0.7035
C 0.17098 -4.17754 -0.11979 0.3695 0.5007 -0.3936
C -2.28993 0.45050 -4.97132 0.5249 0.0987 -0.1526
O -1.90308 0.75484 -6.08775 -0.6184 -0.2760 0.3619
C -3.74008 -0.15269 -4.77736 0.8002 0.0019 -0.5731
F -3.63964 -1.32039 -4.09576 -0.0084 -0.2596 0.2041
F -4.41188 0.71241 -3.99550 -0.3718 0.3052 0.1772
C -4.53496 -0.43733 -6.06349 0.1794 0.9070 0.8236
F -4.71458 0.74725 -6.68358 -0.2027 0.3164 -0.2374
F -3.82195 -1.22613 -6.85551 -0.0012 -0.4785 -0.3388
C -5.94830 -1.00058 -5.83428 0.0641 -0.7631 -0.7608
F -6.65618 -0.21754 -5.01339 -0.1626 0.3232 0.4173
F -6.59746 -0.96992 -7.03364 -0.1110 -0.0942 -0.2469
C -6.01506 -2.46714 -5.37203 1.3688 -2.3890 -0.0205
O -5.19129 -3.31392 -5.67688 -1.7834 1.9896 0.6773
O -7.09514 -2.78083 -4.60843 0.3836 0.1250 -0.6823
C -1.87094 1.43660 -1.70761 1.0860 0.0950 -1.7787
C -2.69032 0.57710 -1.03936 -0.2993 -1.7703 -0.6566
C -3.33826 0.90113 0.10432 -0.8540 -0.5424 0.8858
C -3.19850 2.15884 0.61793 -1.1893 -0.6567 1.4134
C -2.41686 3.03451 -0.03416 0.6502 2.4122 0.4782
C -1.75297 2.69372 -1.16630 0.7052 0.2236 -0.9545
H -1.07801 3.40445 -5.47297 -0.2513 -0.2199 -0.1019
H -0.87340 4.80272 -4.43474 -0.1042 0.1590 -0.0611
H -1.79929 3.46082 -3.82368 -0.1421 -0.3198 -0.0473
H 1.15688 3.55222 -4.59082 0.1625 0.2701 0.0744
H 0.65444 3.49973 -2.92579 -0.2879 0.2058 0.1464
H 0.62008 1.45496 -4.93442 0.2169 -0.2212 0.0067
H 0.80872 0.10132 -1.71160 0.2070 0.1352 0.0759
H 1.61584 -1.02846 -2.75540 0.1504 -0.2560 0.0040
H 1.70803 -2.24135 -0.82558 0.1844 -0.0417 -0.0928
H 0.77078 -0.20754 0.36855 0.1771 0.1589 -0.0403
H -0.75624 -1.00857 0.41915 -0.2362 -0.0419 0.1420
H 0.68065 -1.72342 1.21005 -0.2006 -0.2038 0.2044
H 0.13401 -3.60465 -2.19312 0.0714 0.1308 -0.2658
H -2.00191 -2.50148 -0.28271 -0.0009 0.2484 0.1056
H -2.12335 -3.94714 -1.24337 -0.1419 -0.1041 0.0281
H -2.00971 -2.41681 -2.07672 -0.0574 0.2920 0.0468
H -0.08652 -5.19708 -0.39151 -0.0354 -0.1559 0.0051
H -0.35768 -3.89870 0.78591 -0.1827 -0.0626 0.1994
H 1.23339 -4.09195 0.10412 0.2001 -0.4146 0.0970
H -7.78940 -2.12341 -4.74580 0.0210 0.2141 0.3058
H -2.83336 -0.41476 -1.44327 -0.0203 -0.2523 -0.0150
H -3.96563 0.17747 0.60193 -0.1318 -0.1469 0.0893
H -3.72412 2.40494 1.52648 -0.0333 0.2730 0.1835
H -2.29301 4.04616 0.32779 -0.0709 0.1601 0.2385
H -1.14062 3.43172 -1.65877 0.1580 0.2352 -0.0154
C 1.65091 6.67068 -1.80739 0.1259 0.0048 -0.0341
C 2.55523 5.61446 -1.18017 -0.1204 -0.0234 -0.0270
C 1.92931 4.92783 0.03338 0.0622 -0.0352 0.0020
C 1.62411 5.85219 1.21300 -0.0394 0.0425 -0.0429
C 2.82703 6.61941 1.76014 -0.0344 -0.0822 0.1082
C 3.91985 5.71209 2.31789 0.0369 0.1605 -0.0663
H 1.43318 7.48461 -1.11300 -0.0219 -0.0071 0.0039
H 2.12964 7.10726 -2.68574 -0.0597 0.0187 -0.0212
H 0.70423 6.22853 -2.12504 -0.0146 0.0133 0.0155
H 3.51555 6.06648 -0.91271 0.0021 -0.0214 0.0323
H 2.77503 4.85173 -1.93126 0.0172 -0.0061 0.0133
H 2.59082 4.12162 0.36226 -0.0218 -0.0109 0.0109
H 0.99862 4.44145 -0.27473 0.0136 -0.0170 -0.0180
H 1.19088 5.25071 2.01852 0.0057 0.0084 0.0133
H 0.84902 6.56857 0.92575 -0.0029 -0.0107 -0.0113
H 2.48082 7.28246 2.55892 0.0071 0.0284 -0.0207
H 3.24835 7.26801 0.98694 -0.0206 -0.0079 -0.0194
H 3.53045 5.08590 3.12343 0.0082 -0.0416 -0.0232
H 4.73980 6.30972 2.72030 0.0219 -0.0549 0.0324
H 4.33488 5.06121 1.54734 -0.0165 -0.0313 0.0161
C -6.52797 -4.64099 -1.31004 0.0467 -0.1252 -0.0147
C -7.13675 -5.57430 -2.35228 0.0242 0.1461 0.0134
C -8.64289 -5.38645 -2.52524 -0.0086 -0.0999 -0.0511
C -9.48331 -5.68455 -1.28194 0.0350 0.0570 0.0310
C -9.31892 -7.09340 -0.71449 -0.1265 -0.0185 -0.0450
C -9.75202 -8.19033 -1.68314 0.1020 -0.0288 0.1072
H -6.94506 -4.81549 -0.31607 -0.0069 0.0237 0.0033
H -5.44991 -4.79164 -1.24369 0.0056 0.0560 0.0093
H -6.70286 -3.59693 -1.57655 -0.0083 0.0093 0.0154
H -6.90920 -6.61259 -2.09266 -0.0393 -0.0124 -0.0100
H -6.65282 -5.38616 -3.31310 -0.0078 -0.0204 -0.0093
H -8.98276 -6.01502 -3.35387 -0.0253 0.0108 0.0033
H -8.83617 -4.35470 -2.83409 0.0318 0.0102 -0.0056
H -10.53800 -5.52389 -1.53065 -0.0082 -0.0221 0.0152
H -9.24735 -4.95863 -0.49888 0.0151 0.0051 -0.0121
H -9.92017 -7.17236 0.19580 0.0324 0.0032 0.0206
H -8.28258 -7.26104 -0.41048 0.0101 0.0332 -0.0076
H -10.79942 -8.06675 -1.96700 0.0069 0.0103 -0.0402
H -9.64253 -9.17374 -1.22249 -0.0302 -0.0158 -0.0335
H -9.14883 -8.18601 -2.59185 -0.0214 0.0077 -0.0174
C 3.78052 -4.74934 2.89332 0.1214 0.0190 -0.0109
C 4.53009 -5.27804 1.67363 -0.1163 0.0393 0.0339
C 3.79086 -6.40324 0.95172 0.0425 -0.0236 -0.0749
C 3.56718 -7.66913 1.78051 -0.0213 0.0414 0.0613
C 4.83853 -8.31445 2.33029 -0.0319 -0.0929 -0.0955
C 5.79503 -8.79134 1.24080 0.0566 0.0352 0.1430
H 3.64383 -5.52311 3.65091 -0.0231 0.0010 -0.0011
H 4.33221 -3.93014 3.35723 -0.0381 0.0120 0.0193
H 2.79633 -4.37160 2.60928 -0.0185 -0.0289 0.0119
H 5.52984 -5.60842 1.97125 0.0017 -0.0158 -0.0208
H 4.67742 -4.45518 0.96970 0.0272 -0.0131 -0.0099
H 4.33915 -6.65693 0.03984 -0.0133 -0.0132 -0.0009
H 2.81726 -6.03051 0.62056 0.0037 0.0152 0.0019
H 3.03950 -8.39938 1.15862 0.0098 -0.0141 0.0074
H 2.89520 -7.44626 2.61396 -0.0050 0.0138 -0.0103
H 4.55295 -9.17222 2.94582 0.0075 0.0216 0.0321
H 5.35862 -7.62107 2.99682 -0.0219 0.0208 0.0011
H 5.30842 -9.51901 0.58814 -0.0018 0.0264 -0.0356
H 6.67159 -9.26911 1.68219 0.0066 -0.0205 -0.0431
H 6.14910 -7.96352 0.62514 -0.0152 -0.0103 -0.0269
C 4.70092 7.39940 5.60722 0.0653 0.1235 -0.0585
C 6.17486 7.52106 5.23100 -0.0875 -0.1035 0.0286
C 7.08302 6.58797 6.03038 0.0724 0.0366 -0.0242
C 7.09885 6.83911 7.53921 -0.0663 -0.0116 0.0089
C 7.50634 8.25204 7.95386 0.1157 -0.0605 0.0340
C 8.92808 8.61883 7.53743 -0.1076 0.1055 0.0205
H 4.52756 7.66933 6.65026 -0.0129 -0.0151 0.0035
H 4.09415 8.06386 4.98996 -0.0475 -0.0371 0.0113
H 4.34323 6.37971 5.45325 -0.0077 -0.0049 0.0275
H 6.49859 8.55918 5.34816 0.0298 -0.0082 0.0035
H 6.28719 7.28497 4.17002 0.0294 0.0337 -0.0059
H 8.10081 6.66370 5.63697 0.0047 -0.0094 0.0179
H 6.77118 5.55382 5.85482 -0.0160 0.0050 -0.0154
H 7.78569 6.12249 8.00106 0.0077 0.0147 0.0150
H 6.11259 6.61878 7.95686 -0.0025 -0.0079 -0.0168
H 7.42904 8.32875 9.04185 -0.0349 0.0186 -0.0041
H 6.80450 8.98459 7.54646 -0.0208 -0.0209 -0.0070
H 9.65097 7.92410 7.96999 0.0115 -0.0180 -0.0364
H 9.18079 9.62341 7.88060 0.0457 -0.0125 -0.0058
H 9.04699 8.60439 6.45321 0.0212 -0.0211 0.0002
```
Positions in Å, forces in eV/Å.

Calculated values
Orbital gap   7.37 eV
2S+1   1
LUMO level   2.146 eV
E_HOMO   -5.222 eV
Charge   -1
Electronic energy   -2884.51763 a.u.

Record 3
Computed, not measured: a gas-phase ion, C4H9N4OS (charge +1), with the ωB97M-V functional and the def2-TZVPD basis.

Structure (XYZ):
```
19
Properties=species:S:1:pos:R:3:forces:R:3
C -0.84882 -1.63553 1.08158 0.6401 1.2336 0.1102
C 0.44405 0.17043 1.02875 -0.2191 -0.8531 2.1124
C -1.38179 -1.40532 -0.18982 1.0275 3.4519 -0.0403
C -0.93330 0.88319 -0.72987 0.0733 -0.6654 1.5616
N -1.46510 -0.41890 -1.12223 -0.7063 -0.5690 -0.5040
N 0.43987 0.59673 -0.18937 -1.9936 0.9925 -1.1221
N 1.85207 -0.18127 1.40962 -0.8657 2.5828 -0.3053
N 1.49839 0.69874 -1.06104 2.3132 -4.8894 0.7202
O -1.06407 -2.58252 -0.25506 -0.6059 -4.1921 -1.7575
S -1.96374 1.70115 0.57639 0.4577 -1.6485 0.1165
H -1.46569 -2.01195 1.89577 -0.1388 0.2293 -0.1727
H -0.82584 1.50928 -1.60431 -0.2003 0.0770 -0.1337
H -1.72133 -0.56314 -2.12355 0.4005 -0.2762 1.4325
H 2.52290 0.21448 0.72523 0.1508 0.0942 0.6378
H 1.87383 0.07758 2.38131 0.6673 1.7771 0.4965
H 1.28440 1.40057 -1.63565 -0.4563 3.8251 -2.7563
H 1.64876 -0.13970 -1.70463 -0.5281 0.9864 1.2410
H 2.04307 -1.09028 1.62210 0.2660 -4.0836 -0.7062
H -1.93764 2.77647 -0.10521 -0.2824 1.9273 -0.9306
```
Positions in Å, forces in eV/Å.

Calculated values
Orbital gap   8.17 eV
2S+1   1
LUMO level   -3.187 eV
E_HOMO   -11.353 eV
Charge   +1
Relative energy (zero: lowest compared OMol25 entry of this formula, charge and spin)   8.121 eV
Electronic energy   -849.73680 a.u.

The lowest electronic energy belongs to which entry? C43H81AlF6NO4

Which of these has the highest E_HOMO? C3H7O2

Which of these has the highest orbital gap? C4H9N4OS